a | Molecular formula: CH2BrClFNO2S
Method: DFT, the ωB97M-V functional and the def2-TZVPD basis

Its frontier orbital gap is 10.52 eV.

Geometry as ORCA input:
```
! wB97M-V def2-TZVPD RIJCOSX def2/J DEFGRID3
* xyz 0 1
C -2.801 0.177 -0.569
N -0.158 -0.001 -0.194
O -1.520 0.871 1.639
O -1.240 2.272 -0.447
F -2.728 0.031 -1.900
S -1.377 1.018 0.230
Cl -4.251 1.526 0.000
Br -3.014 -1.382 0.357
H -0.401 -0.287 -1.142
H 0.065 -0.590 0.567
*
```


b | Molecular formula: CH2BrClFNO2S
Method: DFT, the ωB97M-V functional and the def2-TZVPD basis

Its frontier orbital gap is 9.32 eV.

Geometry as ORCA input:
```
! wB97M-V def2-TZVPD RIJCOSX def2/J DEFGRID3
* xyz 0 1
C -2.708 -0.226 0.486
N -0.150 0.153 0.149
O -1.532 -0.844 -1.802
O -1.017 -2.192 0.239
F -2.519 -0.210 1.785
S -1.276 -0.920 -0.411
Cl -4.481 -1.560 0.001
Br -3.329 1.433 -0.168
H 0.199 0.198 1.004
H -0.397 1.056 -0.053
*
```


The calculated energies rank the structures as follows, beginning with the most stable: a, b.


a | Molecular formula: C4H5N3O2
Method: DFT, the ωB97M-V functional and the def2-TZVPD basis

Its frontier orbital gap is 6.78 eV.

Geometry as ORCA input:
```
! wB97M-V def2-TZVPD RIJCOSX def2/J DEFGRID3
* xyz 0 1
C -0.971 0.502 0.921
C 0.177 -0.469 1.434
C 1.155 -0.315 -1.699
C -0.383 -0.018 -0.464
H -3.122 1.515 2.106
H -0.841 1.564 0.938
H -0.289 -1.248 2.036
H 0.991 0.198 1.950
H 1.266 -0.350 -3.742
N 0.609 -0.675 0.107
N 1.721 -0.798 -0.610
N 0.023 0.241 -1.700
O -2.229 0.212 1.502
O 1.894 -0.359 -2.779
*
```


b | Molecular formula: C4H5N3O2
Method: DFT, the ωB97M-V functional and the def2-TZVPD basis

Its frontier orbital gap is 10.39 eV.

Geometry as ORCA input:
```
! wB97M-V def2-TZVPD RIJCOSX def2/J DEFGRID3
* xyz 0 1
C -2.471 0.326 -0.274
N -1.117 0.483 0.192
C -0.251 -0.382 -0.046
C 1.222 -0.189 0.557
C 1.913 -1.426 0.403
N 2.487 -2.390 0.227
N 1.865 0.956 -0.187
O 2.426 1.749 0.521
O 1.713 0.918 -1.381
H -2.952 1.338 -0.374
H -2.951 0.108 0.622
H -2.582 -0.135 -1.299
H -0.294 -1.388 -0.603
H 0.992 0.032 1.642
*
```


c | Molecular formula: C4H5N3O2
Method: DFT, the ωB97M-V functional and the def2-TZVPD basis

Its frontier orbital gap is 9.19 eV.

Geometry as ORCA input:
```
! wB97M-V def2-TZVPD RIJCOSX def2/J DEFGRID3
* xyz 0 1
C -2.175 1.090 0.491
C -0.394 -0.709 -0.834
C 1.936 -0.545 -0.573
C 1.450 0.095 0.675
N -1.552 1.316 1.450
N -1.191 -1.015 -1.632
N 0.625 0.099 -0.555
O -2.136 -1.527 -2.137
O -0.932 1.173 2.445
H -3.090 1.155 0.000
H 2.728 0.005 -1.199
H 2.015 -1.719 -0.584
H 1.011 -0.422 1.487
H 1.704 1.005 0.965
*
```


The calculated energies rank the structures as follows, beginning with the most stable: b, a, c.


a | Molecular formula: C14H16
Method: DFT, the ωB97M-V functional and the def2-TZVPD basis

Its frontier orbital gap is 9.64 eV.

Geometry as ORCA input:
```
! wB97M-V def2-TZVPD RIJCOSX def2/J DEFGRID3
* xyz 0 1
C -1.391 0.180 2.428
C -0.610 -0.911 1.773
C 0.399 -1.535 2.501
C 1.298 -2.414 1.926
C 1.182 -2.676 0.566
C 0.117 -2.147 -0.145
C -0.748 -1.210 0.420
H -0.768 1.055 2.638
H -1.766 -0.118 3.416
H -2.309 0.578 1.998
H 0.339 -1.488 3.582
H 2.080 -2.866 2.521
H 1.695 -3.477 0.049
H -0.144 -2.599 -1.095
H -1.541 -0.823 -0.205
C -1.962 1.721 -2.054
C -0.509 1.589 -1.716
C -0.105 1.641 -0.387
C 1.192 1.357 0.008
C 2.141 1.042 -0.947
C 1.748 0.908 -2.275
C 0.433 1.125 -2.639
H -2.441 2.419 -1.369
H -2.426 0.745 -1.946
H -2.241 1.991 -3.073
H -0.872 1.849 0.349
H 1.474 1.564 1.034
H 3.173 0.880 -0.687
H 2.489 0.646 -3.020
H 0.073 0.975 -3.652
*
```


b | Molecular formula: C14H16
Method: DFT, the ωB97M-V functional and the def2-TZVPD basis

Its frontier orbital gap is 9.69 eV.

Geometry as ORCA input:
```
! wB97M-V def2-TZVPD RIJCOSX def2/J DEFGRID3
* xyz 0 1
C -3.054 0.036 -0.920
C -2.566 -1.410 -0.617
C -3.086 -2.584 -1.114
C -2.610 -3.758 -0.611
C -1.562 -3.823 0.291
C -0.963 -2.661 0.708
C -1.356 -1.424 0.190
H -3.015 0.519 0.123
H -4.085 0.065 -1.337
H -2.461 0.529 -1.663
H -3.834 -2.599 -2.025
H -2.927 -4.680 -0.955
H -1.268 -4.714 0.769
H -0.071 -2.693 1.388
H -0.948 -0.331 0.245
C 1.560 3.785 1.452
C 2.065 2.561 0.678
C 3.320 2.072 0.753
C 3.820 0.899 0.103
C 2.860 0.250 -0.544
C 1.607 0.814 -0.883
C 1.129 1.884 -0.120
H 1.731 4.696 0.947
H 2.019 4.012 2.444
H 0.601 3.589 1.752
H 4.080 2.486 1.485
H 4.737 0.537 0.313
H 3.054 -0.621 -1.034
H 1.215 0.554 -1.840
H 0.006 2.010 0.022
*
```


The calculated energies rank the structures as follows, beginning with the most stable: a, b.


a | Molecular formula: C14H16
Method: DFT, the ωB97M-V functional and the def2-TZVPD basis

Its frontier orbital gap is 9.85 eV.

Geometry as ORCA input:
```
! wB97M-V def2-TZVPD RIJCOSX def2/J DEFGRID3
* xyz 0 1
C 0.215 1.845 -2.704
C -0.718 2.238 -1.582
C -1.920 1.561 -1.333
C -2.807 2.029 -0.382
C -2.629 3.257 0.239
C -1.415 3.893 0.070
C -0.488 3.393 -0.848
H 0.310 0.763 -2.735
H 1.168 2.364 -2.627
H -0.233 2.237 -3.617
H -2.099 0.599 -1.785
H -3.662 1.431 -0.174
H -3.416 3.740 0.780
H -1.150 4.764 0.656
H 0.475 3.891 -0.793
C 1.742 -4.588 0.579
C 1.420 -3.180 0.969
C 2.369 -2.162 0.937
C 2.062 -0.857 1.286
C 0.751 -0.579 1.628
C -0.224 -1.567 1.644
C 0.117 -2.881 1.356
H 2.684 -4.804 0.061
H 1.056 -5.005 -0.168
H 1.716 -5.240 1.454
H 3.337 -2.510 0.591
H 2.838 -0.137 1.344
H 0.386 0.426 1.769
H -1.190 -1.324 2.067
H -0.693 -3.597 1.317
*
```


b | Molecular formula: C14H16
Method: DFT, the ωB97M-V functional and the def2-TZVPD basis

Its frontier orbital gap is 9.68 eV.

Geometry as ORCA input:
```
! wB97M-V def2-TZVPD RIJCOSX def2/J DEFGRID3
* xyz 0 1
C -0.327 0.978 0.872
C 0.036 0.168 2.110
C 0.714 -1.047 1.973
C 1.579 -1.507 2.945
C 1.839 -0.727 4.074
C 1.095 0.418 4.261
C 0.153 0.836 3.337
H 0.279 0.528 0.089
H -0.042 2.007 0.992
H -1.330 0.905 0.441
H 0.495 -1.620 1.076
H 2.000 -2.503 2.891
H 2.523 -1.168 4.786
H 1.160 0.989 5.183
H -0.483 1.692 3.518
C -2.581 -0.951 -2.057
C -1.247 -0.318 -2.339
C -0.058 -1.028 -2.367
C 1.149 -0.386 -2.635
C 1.150 0.952 -2.988
C -0.039 1.663 -3.088
C -1.223 0.991 -2.822
H -2.582 -1.436 -1.075
H -2.769 -1.794 -2.732
H -3.417 -0.267 -2.141
H -0.074 -2.083 -2.126
H 2.068 -0.953 -2.568
H 2.098 1.407 -3.253
H -0.028 2.702 -3.386
H -2.139 1.553 -2.973
*
```


The calculated energies rank the structures as follows, beginning with the most stable: a, b.